A cluster of 9 separate species, C42H84F18N3O18 in total at a distorted geometry, computed with wB97M-V/def2-TZVPD.

Each line ends with the Mulliken charge.
Cartesian coordinates (Å):
C: -22.902 -6.285 -8.509  0.938
O: -23.302 -4.929 -8.357  -0.447
O: -22.118 -6.725 -7.430  -0.969
C: -24.075 -7.210 -8.922  0.660
F: -23.945 -8.498 -8.563  -0.311
F: -25.126 -6.858 -8.231  -0.320
F: -24.352 -7.053 -10.251  -0.154
C: -23.852 -4.027 -9.227  1.148
C: -24.763 -3.103 -8.405  -1.365
H: -25.380 -2.597 -9.147  0.351
H: -25.312 -3.773 -7.744  0.448
H: -24.190 -2.313 -7.920  0.074
H: -24.451 -4.474 -10.020  0.087
H: -23.028 -3.416 -9.597  -0.472
H: -22.295 -6.214 -9.411  -0.703
C: -24.357 -4.018 -14.366  0.214
O: -23.831 -2.988 -13.483  0.735
O: -23.281 -4.327 -15.215  -1.297
C: -24.838 -5.263 -13.557  0.230
F: -25.038 -6.270 -14.397  -0.338
F: -23.986 -5.813 -12.701  -0.006
F: -25.931 -4.928 -12.931  -0.298
C: -24.731 -2.203 -12.775  -0.747
C: -23.823 -1.129 -12.144  -0.241
H: -24.253 -0.150 -11.931  0.630
H: -23.246 -1.517 -11.305  -0.248
H: -23.029 -0.777 -12.803  -0.052
H: -25.188 -2.865 -12.039  0.393
H: -25.457 -1.675 -13.394  0.177
H: -25.175 -3.561 -14.923  -0.308
C: -17.627 -3.789 -6.765  0.363
O: -16.906 -3.309 -5.631  -0.358
O: -18.344 -4.944 -6.305  -0.347
C: -18.527 -2.644 -7.525  0.862
F: -17.956 -1.416 -7.304  -0.288
F: -18.688 -2.775 -8.860  -0.197
F: -19.743 -2.559 -7.069  -0.254
C: -15.865 -2.311 -5.637  -0.252
C: -15.081 -2.657 -4.273  -1.130
H: -14.093 -2.226 -4.432  0.369
H: -15.567 -2.096 -3.474  0.296
H: -14.960 -3.669 -3.885  0.302
H: -16.125 -1.279 -5.874  0.357
H: -15.137 -2.552 -6.412  0.210
H: -16.953 -4.039 -7.584  0.020
C: -20.741 1.643 -10.477  -0.147
O: -21.079 1.056 -9.187  -0.180
O: -20.533 2.953 -10.105  -0.972
C: -19.574 0.804 -11.193  0.897
F: -18.409 1.366 -11.189  -0.311
F: -19.321 -0.342 -10.572  -0.187
F: -19.981 0.490 -12.461  -0.300
C: -22.512 1.006 -8.741  0.113
C: -22.562 0.179 -7.440  -1.018
H: -23.582 -0.111 -7.186  0.366
H: -21.927 -0.692 -7.607  0.049
H: -22.083 0.611 -6.561  0.373
H: -23.108 0.518 -9.512  -0.061
H: -22.819 2.038 -8.571  0.332
H: -21.671 1.577 -11.043  0.068
C: -16.139 -10.024 -13.261  -0.237
O: -14.931 -10.704 -12.873  -0.317
O: -16.420 -9.011 -12.297  -0.815
C: -16.184 -9.748 -14.743  0.911
F: -16.010 -10.846 -15.365  -0.310
F: -17.354 -9.311 -15.167  -0.265
F: -15.240 -8.883 -15.188  -0.312
C: -14.820 -12.134 -12.911  -0.278
C: -13.623 -12.558 -12.105  -1.167
H: -13.337 -13.592 -12.298  0.382
H: -12.866 -12.005 -12.661  0.275
H: -13.731 -12.346 -11.041  0.274
H: -14.808 -12.411 -13.965  0.297
H: -15.659 -12.732 -12.555  0.333
H: -16.897 -10.794 -13.121  0.211
C: -19.852 -2.742 -19.004  -0.506
O: -18.805 -2.322 -18.138  0.231
O: -20.688 -3.522 -18.162  -0.861
C: -20.290 -1.548 -19.862  0.679
F: -20.860 -0.571 -19.114  -0.219
F: -19.245 -0.877 -20.407  -0.320
F: -21.203 -1.851 -20.876  -0.320
C: -17.460 -2.281 -18.543  -0.669
C: -16.531 -2.415 -17.367  -0.429
H: -15.838 -3.249 -17.475  0.354
H: -15.990 -1.569 -16.943  0.380
H: -17.123 -2.633 -16.478  -0.269
H: -17.151 -1.325 -18.966  0.220
H: -17.264 -3.061 -19.279  0.479
H: -19.493 -3.476 -19.726  0.380
C: -19.422 0.445 -16.726  -1.078
O: -20.531 -0.450 -16.484  0.850
C: -21.725 0.263 -16.333  -1.409
C: -22.858 -0.710 -15.979  0.637
N: -22.924 -2.019 -16.823  1.589
H: -21.993 -2.376 -16.987  -0.772
H: -23.237 -2.821 -16.295  0.022
C: -23.762 -2.059 -18.085  -0.806
C: -25.276 -2.098 -17.851  -0.851
O: -25.717 -1.127 -16.993  -0.258
C: -27.024 -1.223 -16.417  -0.892
H: -19.526 1.245 -17.459  0.355
H: -18.600 -0.087 -17.205  -0.094
H: -19.093 0.834 -15.763  0.415
H: -22.008 0.839 -17.214  0.347
H: -21.472 1.019 -15.589  0.580
H: -23.804 -0.172 -16.043  0.648
H: -22.798 -1.049 -14.944  -1.069
H: -23.474 -2.973 -18.604  0.370
H: -23.325 -1.197 -18.588  0.613
H: -25.405 -3.112 -17.473  0.361
H: -25.896 -2.044 -18.746  0.457
H: -27.641 -0.976 -17.281  0.431
H: -27.136 -0.239 -15.962  0.235
H: -27.187 -2.160 -15.884  0.300
C: -20.876 -2.986 -11.639  -0.145
O: -19.910 -3.071 -12.676  0.409
C: -20.376 -2.459 -13.903  0.780
C: -19.624 -3.210 -15.070  1.052
N: -20.247 -4.569 -15.383  0.264
H: -21.253 -4.481 -15.366  -0.184
H: -20.170 -4.654 -16.387  0.641
C: -19.882 -5.785 -14.513  -0.667
C: -18.346 -5.931 -14.232  1.031
O: -17.749 -6.237 -15.557  -0.605
C: -16.305 -5.951 -15.617  -0.741
H: -20.625 -3.599 -10.774  0.025
H: -21.907 -3.254 -11.873  -0.177
H: -20.882 -1.945 -11.315  -0.056
H: -20.271 -1.375 -13.869  0.462
H: -21.443 -2.594 -14.082  -0.867
H: -18.584 -3.433 -14.833  -0.172
H: -19.797 -2.646 -15.987  -1.316
H: -20.258 -6.650 -15.059  0.587
H: -20.430 -5.558 -13.598  -0.104
H: -18.094 -6.811 -13.641  0.558
H: -17.937 -5.129 -13.618  -0.558
H: -15.844 -6.299 -16.541  0.289
H: -15.878 -6.542 -14.807  0.275
H: -16.019 -4.930 -15.366  0.165
C: -20.216 -9.425 -12.509  -0.769
O: -20.026 -7.973 -12.475  0.011
C: -20.405 -7.234 -11.324  -0.992
C: -19.249 -6.334 -10.729  0.056
N: -18.019 -7.261 -10.403  0.543
H: -18.368 -8.037 -9.859  0.424
H: -17.805 -7.684 -11.294  -0.170
C: -16.713 -6.661 -9.884  -0.754
C: -16.304 -5.447 -10.780  -0.752
O: -17.285 -4.424 -10.871  0.346
C: -16.834 -3.327 -11.601  -0.662
H: -20.920 -9.788 -11.759  0.298
H: -19.229 -9.817 -12.263  0.156
H: -20.546 -9.731 -13.502  0.254
H: -20.777 -7.876 -10.526  0.904
H: -21.189 -6.521 -11.577  -0.191
H: -19.476 -5.799 -9.807  0.926
H: -18.884 -5.593 -11.441  -0.617
H: -15.966 -7.452 -9.958  0.442
H: -16.769 -6.379 -8.832  0.370
H: -15.960 -5.714 -11.780  0.376
H: -15.408 -5.034 -10.317  0.560
H: -15.831 -3.021 -11.303  0.525
H: -17.502 -2.478 -11.457  -0.156
H: -16.688 -3.521 -12.664  0.049

Forces on the atoms, in the same order (eV/Å):
C 3.8806 -1.1679 1.1802
O -0.4179 -0.5397 2.6370
O -2.5266 0.8778 -2.6216
C 0.9717 0.9536 1.4794
F 0.7658 -0.5279 -1.3718
F -2.5516 1.0335 0.4889
F -0.0960 -0.8614 0.3555
C -0.1393 0.4709 0.1355
C 0.3816 -0.1718 -1.1084
H -0.5644 0.1009 0.2147
H -0.2086 0.5128 0.1614
H -0.0385 -0.3630 0.4527
H 0.1514 -0.1486 -0.3546
H 0.0402 0.1423 -0.8445
H 0.5481 -0.3943 -0.9577
C 4.3210 -0.1380 -0.9954
O -0.0739 -1.0946 -1.0962
O -1.8358 0.5263 0.7212
C 2.1401 0.5100 -1.6208
F -1.3738 -0.6019 -1.1412
F 0.7197 0.8856 1.0158
F -1.9564 -0.1413 1.1226
C 1.0517 1.0535 1.0109
C 0.3547 0.3578 0.1979
H -0.7087 -0.3399 0.6290
H -0.4270 0.1206 0.2992
H 0.0530 -0.5556 -0.6843
H -0.5549 0.6134 0.3129
H -0.4232 -0.3373 -0.3721
H -0.8305 -0.1547 0.0496
C -0.6636 0.0192 0.9624
O -1.1593 0.5249 -0.6890
O 1.2440 2.6127 -1.7609
C -0.3016 0.7040 0.2742
F 0.2145 -1.0889 -0.2853
F 1.1953 -0.6052 0.6672
F -0.9773 -0.3168 1.0889
C 1.4045 -2.9666 0.7305
C -0.6477 2.3717 -0.8590
H 0.1825 0.0197 0.3453
H 0.0981 0.0455 0.1414
H -0.4345 -0.2247 -0.9858
H -0.5465 -0.0543 0.9147
H -0.0065 -0.2756 -0.4812
H 0.3522 -0.7219 -0.1232
C -1.0391 4.1999 3.1020
O -1.3754 -2.8012 1.0296
O 0.9813 -1.6729 -2.6090
C -2.3594 0.3612 1.8540
F 1.4775 1.7439 -1.0699
F -0.4275 -1.7256 0.3056
F 0.5395 0.1593 -0.2170
C 2.6668 0.1701 -0.0981
C 0.6983 -0.0566 -0.6643
H 0.0063 -0.0690 -0.0300
H -0.3840 -0.4097 -0.1645
H -0.1859 0.6840 -0.1585
H -0.1656 0.0614 -0.0968
H -0.2179 0.0724 -0.1943
H -0.1232 -0.6387 -1.0694
C -1.4818 0.9938 4.8719
O 0.8542 -0.2894 0.0500
O 0.4907 -1.0390 -2.6827
C 0.7058 2.4131 1.4746
F 1.0529 -3.5999 -2.0954
F -1.2763 1.0678 0.1015
F 0.1330 0.2416 0.0489
C -1.3033 0.1623 -0.5703
C 0.5862 0.3996 -1.5847
H -0.4314 -0.2462 0.2537
H 0.7990 0.3446 1.0405
H 0.2523 0.1753 -0.2375
H 0.7579 -0.3634 -0.1444
H -0.9298 0.7020 0.4581
H -0.6566 -0.4186 -0.4266
C -0.3318 -3.6592 2.0439
O 0.4285 0.8963 0.1176
O -0.2234 2.6551 -1.5984
C -1.3776 1.3258 0.4705
F -0.7720 -0.3250 -0.1499
F -0.0372 -1.0188 -0.6123
F 1.4256 0.1882 1.2505
C 0.5495 0.6853 -0.5139
C -0.0641 -1.0431 1.9634
H 0.0793 0.0623 -0.0320
H 0.1627 0.5307 -1.0232
H -0.3262 -0.5871 -0.0481
H -0.5864 0.2439 -0.7460
H -0.0092 -0.1092 -0.1214
H 0.7261 0.0904 -0.6494
C 0.4891 -0.8278 0.1949
O 0.9617 0.5151 -1.1031
C 0.1406 -0.4787 -0.0952
C -0.1812 -0.4361 0.2233
N -1.2353 1.5067 0.2332
H 1.4501 -0.0118 -1.3293
H -0.6715 -1.2007 2.0496
C 1.2160 1.2879 0.0628
C 0.3419 -1.1176 -0.0496
O 0.7608 1.0332 1.8181
C 0.9473 1.5242 -2.2448
H -1.1548 0.2549 0.1376
H -0.1529 -0.6662 0.4954
H 0.0458 0.2620 -0.0070
H 0.1767 -0.1158 -0.5653
H -1.0513 0.0773 0.7105
H -0.0179 -0.3318 -0.2986
H 0.2159 -0.1780 -0.0978
H 0.1514 0.1296 -0.0471
H -0.7489 0.0080 -0.7557
H -0.4825 -0.2716 0.5080
H 0.4880 -0.1079 -0.7519
H -1.0727 -1.2506 -0.1495
H 0.1184 -0.6109 1.3777
H -0.2799 0.3545 0.1353
C -0.1320 0.8988 0.7689
O -0.8956 -0.4756 -0.8376
C 0.9270 -1.6356 -0.2863
C -1.3477 0.3902 0.9365
N 0.6209 0.3699 0.6671
H -1.4552 0.1488 0.8859
H 0.9894 -0.4946 -1.0394
C 1.0363 1.1053 -0.1654
C -0.5139 -1.2838 -1.7702
O 0.9476 2.0141 0.5864
C -1.0088 -1.0367 1.5629
H 0.5862 -0.0784 -0.1699
H 0.1038 -0.2233 -0.8055
H -0.2122 0.0296 0.3456
H 0.7494 0.0052 -0.2180
H -0.2677 -0.5252 0.3583
H -0.0451 0.4945 -0.1634
H 0.6134 -0.0178 -0.0532
H 0.0048 0.0256 0.3623
H 0.0598 -0.5409 0.0065
H -0.6979 -0.3239 0.1743
H 0.1839 0.7336 -0.7827
H -0.5660 0.1471 -0.1165
H 0.3422 -0.2232 -0.0171
H -0.4733 0.4123 -0.4369
C 0.7714 1.1420 0.7685
O -0.1894 -0.2801 -0.0109
C 0.6852 0.4609 0.8122
C 0.5815 -1.2814 -0.3856
N -0.6450 1.3267 -0.2909
H 0.1021 -0.1503 0.6283
H 0.7605 -0.8323 -1.0634
C -0.7649 0.7034 -1.2271
C 0.2507 -0.1241 0.5017
O 0.1467 -0.8107 0.6310
C 0.6705 0.9381 -0.2501
H -0.2362 0.2894 0.0194
H 0.0216 -0.4637 -0.2916
H 0.1184 0.2469 0.0567
H -0.1638 -0.1395 0.0476
H -0.2309 -0.0570 -0.0223
H -0.5330 -0.2664 -0.0302
H -0.1816 -0.3403 0.0162
H -0.0180 0.0418 -0.3422
H -0.5819 0.1122 -0.1302
H -0.3091 -0.6370 -0.2093
H 0.2486 0.1375 0.3016
H 0.2382 0.0950 0.5560
H -0.1496 -0.2831 -0.0555
H -0.4912 -0.3139 -0.3378

Values from the calculation:
HOMO (alpha / beta) ... -2.1 / -2.1 eV
Charge ... -2
LUMO (alpha / beta) ... 0.1224 / 0.0425 Eh
Spin multiplicity ... 2
Maximum force ... 5.3 eV Å⁻¹
Electronic energy ... -4966.3879 Eh